[1]
103
Properties=species:S:1:pos:R:3:forces:R:3:lowdin_charge:R:1 method="wB97M-V/def2-TZVPD" spin_multiplicity=1 lumo_ev=0.644
C -2.7048 -5.2299 -9.9004 -0.296 -0.514 0.073 0.0163
C -1.6240 -5.7898 -9.0006 1.449 0.795 -0.246 -0.5109
O -0.4936 -5.3632 -9.0966 -0.944 -0.571 0.135 0.1109
O -1.9092 -6.8030 -8.1198 -0.293 0.456 -0.354 -0.0260
C -2.3703 -6.3314 -6.8474 -0.006 -0.016 0.518 -0.1931
C -1.4111 -5.3984 -6.1078 -0.796 0.059 0.380 -0.1690
C -2.1669 -4.8596 -4.8581 0.289 -0.318 -0.176 -0.1903
C -1.3126 -4.7979 -3.5813 0.303 0.205 -0.865 -0.1994
C 0.1233 -4.2906 -3.7988 0.018 -0.271 0.966 -0.1885
C 0.8944 -4.3850 -2.4408 -0.111 0.471 -0.662 -0.1887
C 1.4330 -3.0176 -1.9935 -0.272 -0.827 0.276 -0.1786
C 0.2686 -2.0524 -1.6533 1.487 0.968 0.076 -0.0900
C 0.1192 -0.9593 -2.7446 -0.704 -0.433 -0.156 -0.2488
O 0.6764 0.3285 -2.3732 0.544 -0.173 -0.009 -0.0679
C 1.0024 1.0651 -3.5005 -0.825 0.022 -1.329 -0.6203
O 0.2192 1.8349 -4.0052 0.549 -0.357 0.842 0.0731
P 2.7204 0.9477 -4.1917 0.808 0.494 0.610 0.9570
C 2.5983 1.7978 -5.8189 -0.201 -0.581 -0.093 -0.2922
C 3.1952 -0.8069 -4.5620 -0.816 0.171 -0.076 -0.2886
C -1.3176 -0.7412 -3.1677 0.498 -0.239 -0.677 -0.2495
C -2.2799 -0.3409 -2.2795 0.487 0.290 2.264 -0.0254
C -3.5856 -0.1485 -2.6178 -0.375 -0.034 -0.696 -0.0485
C -3.8861 -0.3500 -3.9548 -0.625 0.334 0.791 -0.0655
C -2.8618 -0.7149 -4.7796 -0.478 -0.322 -1.943 -0.1614
N -1.6022 -0.9360 -4.4496 0.307 -0.040 0.255 0.1459
H -2.5703 -5.6823 -10.8867 0.003 -0.050 0.072 0.0919
H -2.5557 -4.1614 -10.0305 0.034 0.002 0.144 0.0873
H -3.7229 -5.4494 -9.5774 0.113 0.013 0.111 0.0801
H -3.3760 -5.8927 -6.9082 0.136 0.124 -0.348 0.1249
H -2.4829 -7.2255 -6.2310 -0.010 -0.066 -0.176 0.1308
H -1.1252 -4.5275 -6.6957 0.263 -0.261 -0.214 0.1142
H -0.5298 -5.9790 -5.8378 0.075 0.141 -0.080 0.1129
H -2.5679 -3.8779 -5.1230 -0.009 -0.004 0.190 0.1009
H -3.0213 -5.5228 -4.6771 -0.041 0.180 0.147 0.1030
H -1.7725 -4.1357 -2.8420 -0.179 -0.208 0.029 0.1032
H -1.2528 -5.8088 -3.1650 -0.007 0.090 0.134 0.1165
H 0.1297 -3.2619 -4.1685 -0.175 -0.063 -0.048 0.0953
H 0.6550 -4.8933 -4.5346 -0.111 0.043 -0.061 0.0984
H 1.6805 -5.1352 -2.5526 0.086 0.122 0.250 0.1065
H 0.2036 -4.7265 -1.6641 0.110 -0.159 -0.022 0.1036
H 2.0587 -3.1603 -1.1064 -0.020 0.046 -0.044 0.1043
H 2.0835 -2.6163 -2.7730 -0.071 0.124 0.070 0.0847
H -0.6606 -2.5869 -1.4631 -0.038 0.044 -0.218 0.1167
H 0.5727 -1.5849 -0.7102 -0.534 0.031 -0.212 0.0829
H 0.6697 -1.3044 -3.6206 -0.212 0.082 -0.104 0.0968
H 2.8439 2.8500 -5.6979 -0.174 0.005 0.039 0.0313
H 1.6334 1.6721 -6.3122 -0.005 0.119 0.119 0.0421
H 3.3603 1.3518 -6.4641 0.025 0.056 0.082 0.0313
H 2.3706 -1.4405 -4.8962 0.073 0.005 0.024 0.0305
H 3.6450 -1.2194 -3.6616 0.092 -0.101 -0.134 0.0229
H 3.9172 -0.7744 -5.3784 0.154 0.069 0.195 0.0349
H -1.9819 -0.1720 -1.2475 0.055 -0.040 -0.043 0.1281
H -4.3329 0.1513 -1.8983 0.019 0.022 0.072 0.1120
H -4.8884 -0.2034 -4.3292 0.016 -0.042 -0.155 0.1046
H -3.1085 -0.8389 -5.8337 0.193 -0.080 0.026 0.1089
C 1.5810 0.1553 0.5146 -0.057 0.106 0.325 -0.1157
O 1.3652 -0.9245 1.4109 0.199 0.159 -0.149 -0.2025
C 2.5582 -1.5388 1.8851 -0.139 -0.365 0.193 -0.2137
C 2.8008 -1.2168 3.3471 -0.056 0.286 -0.104 -0.2134
N 3.1648 0.1830 3.5306 -0.092 -0.115 0.136 -0.0497
C 3.1472 0.6360 4.9206 0.026 0.150 -0.244 -0.1957
C 1.8278 0.5718 5.6887 0.158 0.070 0.291 -0.2174
O 0.8373 1.4800 5.2376 0.096 -0.346 -0.109 -0.2105
C 0.0969 1.0525 4.1059 -0.112 0.304 0.115 -0.0866
H 0.6283 0.3986 0.0533 0.003 0.004 0.033 0.0792
H 1.9415 1.0484 1.0363 0.132 -0.002 -0.065 0.0834
H 2.2865 -0.1181 -0.2733 0.026 0.068 -0.009 0.0893
H 3.4218 -1.2732 1.2684 -0.031 0.156 0.013 0.1251
H 2.4083 -2.6192 1.7958 0.035 -0.002 -0.012 0.1197
H 3.6104 -1.8490 3.7240 -0.002 0.005 0.022 0.1239
H 1.8844 -1.4746 3.8931 0.018 -0.184 -0.009 0.1032
H 2.5286 0.7619 2.9999 0.015 -0.008 -0.050 0.0647
H 3.4701 1.6802 4.9107 0.013 -0.006 0.093 0.1199
H 3.9060 0.0767 5.4771 -0.052 -0.055 0.025 0.1176
H 2.0458 0.8689 6.7184 -0.016 0.024 -0.012 0.1210
H 1.4211 -0.4443 5.7485 -0.038 -0.010 -0.162 0.1119
H -0.0530 -0.0294 4.0957 0.095 -0.022 -0.040 0.0903
H 0.5735 1.3781 3.1785 -0.022 -0.162 -0.091 0.0742
H -0.8812 1.5337 4.1563 0.012 0.005 0.032 0.0899
C -1.1329 6.1108 4.5836 -0.164 -0.065 0.121 -0.1180
O -1.3275 5.0361 5.4813 0.201 0.202 -0.191 -0.1918
C -0.1195 4.4065 5.9119 -0.244 -0.284 0.267 -0.2070
C 0.1767 4.7269 7.3641 -0.056 0.324 -0.134 -0.2067
N 0.5607 6.1239 7.5395 -0.064 -0.119 0.157 -0.0508
C 0.5957 6.5730 8.9306 0.018 0.146 -0.257 -0.2003
C -0.6962 6.5196 9.7453 0.158 0.071 0.273 -0.2297
O -1.6930 7.4375 9.3338 0.008 -0.171 -0.069 -0.1792
C -2.4796 7.0225 8.2311 -0.079 0.271 0.136 -0.0987
H -2.1028 6.3672 4.1584 -0.013 -0.038 0.030 0.0876
H -0.7410 6.9980 5.0929 0.109 0.036 -0.114 0.0741
H -0.4585 5.8319 3.7688 0.043 0.047 0.008 0.0870
H 0.7248 4.6621 5.2651 -0.038 0.145 0.001 0.1265
H -0.2816 3.3343 5.8298 0.053 -0.004 -0.003 0.0956
H 0.9925 4.0859 7.7117 -0.003 -0.001 0.017 0.1233
H -0.7230 4.4788 7.9415 0.019 -0.187 -0.006 0.1040
H -0.0879 6.7102 7.0329 0.000 -0.011 -0.040 0.0636
H 0.9281 7.6141 8.9125 0.014 -0.005 0.096 0.1182
H 1.3683 6.0044 9.4584 -0.052 -0.056 0.025 0.1160
H -0.4386 6.8112 10.7672 -0.015 0.023 -0.012 0.1195
H -1.1097 5.5067 9.8160 -0.040 -0.012 -0.162 0.1103
H -2.6409 5.9420 8.2228 0.095 -0.025 -0.056 0.0885
H -2.0345 7.3449 7.2870 -0.032 -0.162 -0.094 0.0702
H -3.4496 7.5130 8.3203 0.014 0.003 0.034 0.0876

---

[2]
115
Properties=species:S:1:pos:R:3:forces:R:3:lowdin_charge:R:1 method="wB97M-V/def2-TZVPD" spin_multiplicity=1 lumo_ev=1.395 total_charge=-1
C 4.8429 0.4401 0.8714 -0.367 -0.196 -0.174 -0.1340
C 3.5362 -0.1456 0.2960 0.362 -0.042 -0.043 -0.2711
C 2.9911 -1.2709 1.1928 -0.245 0.103 -0.021 -0.2573
C 2.0577 -2.3086 0.5424 -0.239 0.067 -0.059 -0.3392
C 2.7116 -3.0021 -0.6636 -0.043 0.118 -0.027 -0.1650
Al 1.3344 -3.6482 1.9177 0.699 0.053 0.250 0.4129
C 2.0846 -3.2042 3.7272 -0.321 0.145 -0.025 -0.2856
C 1.3513 -2.1334 4.5638 0.193 -0.281 0.274 -0.1940
C -0.7220 -3.7871 1.8463 -0.763 0.020 -0.396 -0.0837
C -1.5071 -2.8649 2.6382 -0.025 0.068 0.292 -0.4821
O -1.7883 -2.8961 3.7936 -0.065 0.052 0.300 0.1031
O -2.0155 -1.7163 1.8566 0.448 -0.348 -0.183 0.0461
C -3.2290 -1.9285 1.3322 0.140 0.233 -0.352 -0.5967
C -3.2797 -1.6543 -0.1407 -0.263 0.214 -0.320 -0.0097
O -4.1797 -2.3292 1.9478 -0.358 -0.338 0.343 0.0870
C 1.8965 -5.5720 1.4841 -0.395 0.140 -0.095 -0.3569
C 1.5559 -6.1289 0.1114 0.098 -0.314 0.046 -0.1296
F 1.1564 -6.3989 2.4244 0.134 0.053 -0.021 -0.1588
H 5.0240 1.4713 0.5518 0.018 -0.115 0.048 0.0370
H 4.8361 0.3836 1.9649 0.046 0.166 -0.074 0.0521
H 5.6595 -0.1852 0.5021 0.135 0.176 0.245 -0.0095
H 2.7956 0.6448 0.1450 -0.069 -0.177 0.110 0.0408
H 3.7718 -0.5314 -0.7009 -0.082 0.023 0.010 0.0592
H 3.8456 -1.7711 1.6695 -0.059 -0.035 -0.102 0.0562
H 2.4357 -0.7901 2.0120 0.199 -0.092 0.051 0.1060
H 1.1806 -1.7508 0.1664 0.081 -0.028 -0.046 0.0883
H 3.1153 -2.2979 -1.4052 -0.033 -0.039 0.053 0.0154
H 3.5471 -3.6415 -0.3433 -0.112 -0.001 -0.038 0.0323
H 1.9848 -3.6265 -1.1957 0.122 -0.022 0.074 0.0633
H 2.1674 -4.1280 4.3153 0.071 0.074 -0.005 0.0502
H 3.1093 -2.8548 3.5512 -0.085 -0.188 -0.034 -0.0412
H 0.5586 -2.5915 5.1640 -0.073 0.116 -0.201 0.0516
H 2.0257 -1.6482 5.2858 -0.064 0.079 -0.113 0.0440
H 0.8908 -1.3489 3.9540 0.029 0.008 0.062 0.0503
H -1.0249 -4.7910 2.1770 0.530 0.193 -0.035 0.0247
H -0.9816 -3.6576 0.7895 0.123 -0.070 0.028 0.0733
H -4.3218 -1.5433 -0.4467 0.132 -0.003 -0.032 0.0697
H -2.7137 -0.7620 -0.4101 0.041 -0.101 0.064 0.0742
H -2.8535 -2.5156 -0.6662 0.060 0.100 0.105 0.0925
H 2.9505 -5.7768 1.7159 -0.067 -0.106 -0.046 0.0357
H 2.3192 -5.8503 -0.6224 -0.138 0.096 0.061 0.0548
H 0.5765 -5.7842 -0.2415 0.119 0.001 -0.018 0.0622
H 1.5231 -7.2278 0.1415 0.014 0.091 0.000 0.0659
Br 2.5953 3.3784 0.7196 -0.016 0.181 0.045 0.6861
C 2.0814 4.6640 -0.6387 0.014 -0.090 0.051 -0.6929
C 2.2804 4.1057 -2.0246 0.017 0.135 -0.116 -0.7061
Br 4.1627 4.0490 -2.5197 0.021 -0.021 0.037 0.5980
H 2.6790 5.5554 -0.4739 -0.017 0.023 -0.013 0.0463
H 1.0310 4.8878 -0.4647 -0.037 -0.060 -0.056 0.0390
H 1.7969 4.7391 -2.7662 -0.001 0.000 0.049 0.0322
H 1.9110 3.0913 -2.1179 -0.068 -0.053 0.027 0.0517
Br 5.3971 -4.3568 1.9981 0.049 0.018 0.047 0.7122
C 6.8863 -3.2246 2.5162 -0.052 -0.126 -0.055 -0.6939
C 6.8928 -2.9542 3.9994 -0.005 0.117 0.004 -0.6874
Br 5.5319 -1.6652 4.5025 0.052 0.002 0.062 0.6719
H 6.8019 -2.3106 1.9345 0.004 0.005 0.014 0.0136
H 7.7861 -3.7630 2.2254 0.018 0.023 0.014 0.0549
H 7.8430 -2.5180 4.3013 0.010 -0.007 -0.032 0.0517
H 6.7024 -3.8535 4.5766 0.005 -0.012 -0.003 0.0483
Br -1.8815 2.8799 0.0314 0.213 0.049 -0.035 0.6271
C -2.9542 4.2118 -0.8830 -0.096 -0.123 0.236 -0.7063
C -3.0387 3.9741 -2.3621 -0.049 -0.004 -0.072 -0.7407
Br -1.4348 4.5502 -3.2980 0.071 -0.042 -0.017 0.6142
H -2.5407 5.1864 -0.6424 0.019 0.006 -0.028 0.0522
H -3.9447 4.1202 -0.4433 -0.059 0.019 -0.044 0.0185
H -3.8417 4.5758 -2.7754 0.012 -0.063 -0.014 -0.0478
H -3.1919 2.9277 -2.6081 0.034 -0.008 0.030 0.0528
Br -8.1943 2.1702 2.4481 0.016 0.080 -0.071 0.5908
C -7.6601 0.7110 1.2728 -0.051 -0.109 -0.005 -0.6963
C -6.3871 0.0417 1.7170 0.073 0.038 -0.052 -0.6635
Br -4.8290 1.1319 1.3353 0.023 0.117 0.066 0.6576
H -7.5675 1.1426 0.2805 0.007 -0.044 0.024 -0.0161
H -8.4860 0.0035 1.2916 -0.001 -0.006 0.042 0.0594
H -6.2378 -0.8877 1.1713 0.011 -0.019 0.032 0.0527
H -6.3646 -0.1690 2.7810 -0.037 -0.029 0.004 0.0610
Br -4.8510 6.9620 -3.3060 -0.115 0.087 0.036 0.6579
C -5.6334 6.1659 -4.9000 0.146 0.008 -0.004 -0.6679
C -6.5720 7.1314 -5.5750 -0.115 -0.044 0.053 -0.6882
Br -8.2456 7.2574 -4.5954 0.046 0.213 -0.081 0.5925
H -6.1343 5.2541 -4.5865 -0.006 -0.006 0.000 0.0462
H -4.7938 5.9204 -5.5471 -0.008 0.032 -0.014 0.0656
H -6.8356 6.7879 -6.5725 0.026 -0.059 0.016 0.0597
H -6.1528 8.1307 -5.6303 -0.007 0.009 -0.021 0.0477
Br -9.5932 4.0676 -3.4062 -0.106 -0.181 0.036 0.5877
C -9.2968 3.9816 -1.4873 0.011 0.035 -0.068 -0.6854
C -7.9046 4.4326 -1.1299 0.028 -0.013 0.061 -0.6590
Br -6.5921 3.0720 -1.5874 0.042 0.107 -0.110 0.6717
H -9.4781 2.9551 -1.1854 -0.028 0.007 0.037 0.0451
H -10.0435 4.6325 -1.0387 0.043 0.030 0.011 0.0623
H -7.8156 4.5805 -0.0558 -0.010 -0.059 0.022 0.0530
H -7.6140 5.3388 -1.6542 -0.018 0.012 -0.002 0.0329
Br 7.9046 4.1033 -2.6827 0.069 -0.029 -0.022 0.6017
C 8.1135 5.8082 -3.5842 -0.082 -0.053 0.103 -0.7019
C 7.3492 5.8543 -4.8811 0.035 0.019 -0.087 -0.7027
Br 8.2296 4.8358 -6.2846 -0.028 -0.016 0.024 0.5976
H 9.1780 5.9637 -3.7270 -0.001 0.025 -0.023 0.0464
H 7.7226 6.5548 -2.8963 -0.017 0.008 -0.017 0.0579
H 7.2921 6.8753 -5.2515 0.011 0.005 0.015 0.0557
H 6.3489 5.4445 -4.7787 -0.009 0.010 0.019 0.0314
Br -2.9356 -6.2732 3.5326 -0.155 -0.086 0.046 0.6815
C -3.9782 -4.9718 4.5302 0.097 -0.050 -0.089 -0.6880
C -5.0705 -5.6181 5.3363 -0.051 0.040 0.005 -0.6934
Br -6.5814 -6.1858 4.2394 0.033 -0.028 0.013 0.5689
H -4.3502 -4.2517 3.8088 -0.004 0.060 -0.008 0.0374
H -3.2652 -4.4754 5.1817 0.026 0.032 0.020 0.0559
H -5.4833 -4.9060 6.0473 -0.004 0.015 -0.015 0.0542
H -4.7287 -6.5047 5.8611 0.011 0.009 0.001 0.0438
Br 6.5707 -2.1869 -1.1078 0.012 -0.020 -0.100 0.7005
C 5.8873 -3.2824 -2.5566 0.031 -0.024 0.080 -0.6671
C 5.8799 -2.5362 -3.8649 -0.055 0.008 -0.059 -0.6970
Br 4.4626 -1.2137 -3.9741 0.038 0.033 0.023 0.6270
H 4.8976 -3.6089 -2.2486 -0.007 0.018 -0.033 0.0341
H 6.5539 -4.1394 -2.6265 0.001 0.000 0.007 0.0598
H 5.7057 -3.2268 -4.6874 -0.012 -0.013 0.016 0.0545
H 6.8097 -2.0004 -4.0280 0.023 -0.027 -0.014 0.0444